Entry 1:
Formula: C6H16N2
Source: the OMol25 dataset
Level of theory: ωB97M-V/def2-TZVPD

The geometry in XYZ format:
```
24
Properties=species:S:1:pos:R:3:lowdin_charge:R:1
C -0.98 0.83 -0.01 -0.094
C -0.92 0.81 -1.54 -0.263
C 0.31 0.15 -1.28 0.072
N -2.99 -0.37 -2.57 -0.146
C -0.31 -0.35 1.29 -0.090
N 1.10 -0.41 1.52 -0.311
C 1.90 -1.47 0.95 -0.093
C 1.88 0.82 1.74 -0.076
H -0.57 1.74 0.40 0.091
H -2.01 0.60 0.23 0.101
H -1.77 0.13 -2.06 -0.020
H -0.91 1.81 -2.00 0.124
H 0.21 -0.93 -1.33 0.108
H 1.32 0.57 -1.28 0.096
H -3.59 -0.66 -1.81 -0.105
H -3.58 0.00 -3.30 -0.098
H -0.66 -1.37 1.07 0.108
H -0.90 -0.05 2.18 0.108
H 2.27 -1.16 -0.04 0.070
H 2.75 -1.71 1.58 0.089
H 1.19 -2.27 0.76 0.082
H 1.25 1.49 2.35 0.092
H 2.26 1.31 0.85 0.075
H 2.74 0.50 2.32 0.078
```

Summary:
LUMO energy (eV): -0.552
HOMO-LUMO gap (eV): 5.7
Total charge: 0

***

Entry 2:
Formula: C3H8FN
Source: the OMol25 dataset
Level of theory: ωB97M-V/def2-TZVPD

The geometry in XYZ format:
```
13
Properties=species:S:1:pos:R:3:lowdin_charge:R:1
N -2.02 -0.50 -0.07 0.021
C -0.80 0.43 -0.06 -0.235
C 0.46 -0.36 0.37 -0.172
C 1.83 0.35 -0.01 -0.252
F 2.81 -0.57 -0.12 -0.019
H -2.28 -0.87 -0.91 0.016
H -2.76 -0.47 0.49 0.004
H -0.50 0.75 -1.05 0.088
H -1.15 1.28 0.58 0.118
H 0.35 -1.25 -0.38 0.137
H 0.47 -0.72 1.35 0.075
H 1.94 1.11 0.78 0.121
H 1.67 0.83 -0.96 0.098
```

Summary:
SMILES string: NCCCF
LUMO energy (eV): 1.184
HOMO-LUMO gap (eV): 10.2
Total charge: 0